148
Properties=species:S:1:pos:R:3 method="wB97M-V/def2-TZVPD" total_charge=+1 gap_ev="5.43 / 5.83" homo_energy_ev="-11.1253 / -11.1253" spin_multiplicity=2 e_lumo_ha="-0.209 / -0.195"
H 0.368 -21.169 -11.933
C -0.546 -21.284 -11.345
O -6.233 -22.569 -4.355
H -6.719 -20.057 -4.610
C -3.161 -24.064 -10.980
H -3.883 -22.576 -9.564
O -4.084 -26.098 -6.741
C 0.104 -17.155 -3.905
H -1.056 -18.543 -5.777
H 2.839 -21.063 -4.698
H 1.278 -19.981 -3.705
H -2.945 -21.051 -5.931
H -0.839 -25.823 -0.393
H 1.702 -22.283 -2.906
O -1.517 -25.198 -5.569
H -3.088 -21.542 -7.582
H 2.395 -19.252 -2.580
H 5.444 -24.249 -4.379
C -2.468 -19.556 -1.303
C -3.270 -18.031 0.339
H 1.142 -21.630 -7.696
O -1.295 -17.364 -4.061
H -2.363 -18.723 -6.527
H -4.094 -16.991 2.053
H 1.371 -15.465 -3.435
H -3.454 -17.684 -5.558
C -5.452 -26.548 -6.898
C -3.070 -18.571 -5.061
C 0.784 -26.121 -2.824
H -0.886 -29.434 -5.192
O -3.996 -19.710 -7.177
H -6.268 -24.752 -6.075
H -2.519 -17.279 0.064
C 2.219 -26.571 -10.242
H -1.377 -21.374 -0.902
O 3.182 -20.325 -4.168
H -0.241 -20.662 -7.302
C -1.083 -26.553 -1.163
C -3.628 -21.008 -6.789
H -2.513 -16.915 -8.261
H -2.161 -26.729 -1.092
H 0.714 -27.260 -5.906
H -2.809 -18.208 2.429
H 3.933 -25.072 -4.525
C -5.270 -21.553 -4.046
H 2.131 -23.463 -5.888
H 1.212 -27.112 -2.647
H 0.281 -22.556 -9.792
H 0.935 -18.617 -7.810
H -5.671 -21.644 -7.252
H -0.855 -27.897 -3.313
O -2.824 -19.331 0.050
H -5.490 -27.210 -7.762
H -1.262 -21.906 -9.459
C -0.727 -28.901 -6.129
F -0.126 -23.143 -3.622
H -2.125 -19.353 -8.117
O 0.723 -24.484 -6.115
H -5.785 -23.420 -4.350
H -4.402 -18.713 2.062
O -1.322 -27.072 -3.513
H -1.747 -27.735 -7.353
H -5.493 -19.430 -3.469
H -4.591 -21.376 -4.887
H 2.414 -19.450 -8.286
F -2.073 -22.578 -4.352
H -3.236 -25.122 -11.238
C -1.571 -18.521 -4.809
C 2.706 -24.183 -9.398
H 2.956 -21.714 -1.829
H 1.271 -25.435 -2.128
C -0.726 -26.116 -2.567
H -0.845 -29.682 -6.886
H -5.429 -21.215 -5.561
H 1.715 -27.497 -9.972
H -0.651 -27.505 -0.845
H -1.143 -22.021 -11.882
O 0.297 -20.498 -9.297
H 1.057 -25.818 -3.835
H -4.790 -22.726 -6.192
C -2.230 -21.037 -1.492
H -3.270 -19.193 -1.952
O -3.512 -27.977 -4.550
O -1.745 -27.927 -6.407
C 0.308 -15.699 -3.506
H -1.309 -19.453 -4.288
H 3.288 -26.792 -10.301
C 4.060 -23.183 -5.604
C -0.787 -22.737 -4.694
H -2.500 -23.911 -8.331
C 4.363 -24.075 -4.403
O 2.222 -25.995 -7.924
H 0.502 -17.912 -3.225
C -3.369 -17.545 -8.026
H -3.121 -21.578 -1.171
H -3.981 -17.652 -8.921
C -3.661 -17.955 1.795
H -1.566 -18.969 -1.500
H -4.956 -23.906 -9.862
H -2.087 -23.898 -10.870
H -0.244 -15.064 -4.192
H -4.131 -17.768 -0.295
H -5.768 -27.143 -6.042
H -0.030 -15.526 -2.482
H 1.311 -21.206 -1.499
C 0.670 -28.311 -6.197
H -7.433 -25.672 -7.025
H -3.516 -23.462 -11.817
H 1.336 -28.807 -5.487
C -6.394 -25.353 -6.980
H 3.782 -24.371 -9.392
H 4.696 -22.303 -5.709
H 4.240 -23.769 -6.514
H -3.577 -18.774 -4.117
H -4.683 -21.877 -3.181
H 0.578 -17.307 -4.884
V -2.859 -26.622 -4.995
C -0.287 -21.622 -9.890
H 1.789 -25.447 -7.253
C -6.072 -20.303 -3.767
C 0.649 -20.682 -7.945
H 1.886 -19.455 -6.576
H 1.120 -28.361 -7.187
C -2.885 -18.877 -7.484
H 2.553 -23.497 -8.563
H -3.352 -19.463 -5.632
C -3.904 -23.659 -9.709
H -3.980 -17.081 -7.252
H -3.902 -25.412 -7.436
H -6.774 -20.428 -2.938
H -1.079 -20.338 -11.461
S -0.675 -24.072 -6.040
C 2.209 -20.165 -3.142
H 2.402 -23.686 -10.323
C 1.926 -25.487 -9.232
H -2.001 -21.262 -2.536
H -6.157 -24.663 -7.791
H 1.948 -26.225 -11.240
O -3.368 -24.298 -8.560
F -0.285 -21.608 -5.108
H 0.867 -25.191 -9.298
H 4.088 -23.625 -3.455
H -1.124 -25.134 -2.819
C 2.014 -21.433 -2.306
C 1.559 -19.491 -7.615
O 2.705 -22.727 -5.604
C -4.956 -21.670 -6.430
O -1.151 -23.493 -7.279

=====

27
Properties=species:S:1:pos:R:3 method="wB97M-V/def2-TZVPD" total_charge=-1 gap_ev="2.67 / 9.59" homo_energy_ev="0.5603 / -6.3844" spin_multiplicity=2 e_lumo_ha="0.119 / 0.118"
H -3.008 0.175 1.843
H -2.106 1.226 0.836
H -1.435 -1.713 0.505
H 3.444 -1.273 -0.644
C -1.655 -0.501 -1.230
O 3.327 -0.593 0.068
H -0.124 0.062 1.670
H -1.915 0.557 -1.423
O 0.820 3.202 -2.546
N 0.568 0.645 -1.033
C -0.138 -0.572 -1.434
H 1.375 0.391 -0.466
H 0.130 -1.466 -0.852
H 2.059 -0.977 1.670
H -3.076 -1.352 0.109
H 4.209 -0.150 0.108
C -2.112 0.206 1.217
H 0.147 3.745 -2.126
C -2.080 -0.911 0.165
H 0.012 1.314 -0.512
O 2.047 -1.168 2.619
H 0.776 2.272 -2.261
N -0.999 0.137 2.185
H 0.164 -0.764 -2.467
H -2.153 -1.030 -2.044
H 2.742 -0.854 3.170
H -1.020 -0.606 2.875

=====

27
Properties=species:S:1:pos:R:3 method="wB97M-V/def2-TZVPD" gap_ev="7.93 / 6.58" homo_energy_ev="-8.1226 / -7.0309" spin_multiplicity=1 e_lumo_ha="-0.007 / -0.017"
H 1.235 -0.194 -1.959
H 0.711 -1.783 1.905
C -1.017 1.677 0.177
H 3.314 -1.316 1.311
H -2.551 -0.820 -1.828
H -1.609 -1.055 1.609
C 0.410 -1.037 -0.174
H -1.174 -1.751 -2.430
C 1.263 2.098 0.253
C -1.903 -1.454 0.639
N -0.537 1.745 -1.047
H -0.111 2.597 1.920
C -1.467 -0.889 -1.825
H 0.243 0.868 1.747
C 2.450 -1.161 0.694
H 1.617 3.132 0.322
C 0.082 1.807 1.195
H 2.138 1.454 0.399
N 1.380 -0.639 -1.064
N 0.738 1.883 -1.084
H -1.066 0.009 -2.296
C -0.950 -1.039 -0.433
H -2.912 -1.115 0.411
C 1.119 -1.380 1.002
H -1.928 -2.543 0.723
H -2.066 1.600 0.381
N 2.591 -0.694 -0.547

=====

7
Properties=species:S:1:pos:R:3 method="wB97M-V/def2-TZVPD" gap_ev=9.66 homo_energy_ev=-10.8353 spin_multiplicity=1 e_lumo_ha=-0.043
O -0.218 1.942 0.139
H 2.132 -0.838 0.661
N 1.658 0.168 0.773
C -1.054 -0.297 -0.695
Cl -1.085 -1.462 0.654
O -1.837 -0.154 -1.518
P 0.403 0.640 -0.014

=====

22
Properties=species:S:1:pos:R:3 method="wB97M-V/def2-TZVPD" gap_ev=10.22 homo_energy_ev=-10.9394 spin_multiplicity=1 e_lumo_ha=-0.027 smiles="CC(C)C(CO)([N+](=O)[O-])[N+](=O)[O-]"
H -1.071 2.117 -1.020
H 1.734 -1.153 1.599
H -1.702 -0.528 1.269
N 1.148 1.325 0.558
H 0.544 -2.869 0.498
O 1.815 2.034 -0.187
H 0.137 1.420 -1.950
C 0.713 -1.128 1.462
H -1.813 1.200 0.846
H -1.609 1.053 -2.348
H -2.693 0.160 -0.057
O 0.677 1.637 1.659
C -0.818 1.180 -1.578
O -0.007 -2.311 1.141
H -0.845 -1.013 -1.031
C -0.754 0.047 -0.620
C 0.739 0.061 0.087
O 1.126 -1.707 -1.346
O 2.762 -0.404 -0.941
H 0.124 -0.645 2.256
N 1.590 -0.685 -0.792
C -1.798 0.207 0.494

=====

45
Properties=species:S:1:pos:R:3 method="wB97M-V/def2-TZVPD" gap_ev="8.45 / 7.78" homo_energy_ev="-9.5689 / -9.5690" spin_multiplicity=6 e_lumo_ha="-0.041 / -0.066"
C -0.266 -0.141 0.176
O -0.492 -5.280 -0.952
H -1.330 0.319 -1.663
H 3.264 -1.820 -3.928
H -4.975 2.743 -1.143
O 3.188 1.471 0.810
H 5.667 2.359 2.687
C -0.114 4.356 -0.102
H 0.423 -5.554 -1.040
O 0.363 0.950 0.217
H -2.086 -3.642 2.500
C 3.785 1.790 1.852
O 3.227 1.609 2.984
H 0.684 3.899 0.488
O -0.573 3.380 -1.021
C 1.603 -2.103 -3.007
H -1.527 -3.628 -0.142
H -0.125 2.570 -0.754
H -0.117 -4.266 0.745
H -1.094 -1.424 -1.296
H 1.617 -1.164 -2.446
H 0.115 -3.343 -0.718
C -0.542 -4.079 -0.246
H -3.292 -3.106 3.610
H 5.657 2.292 0.937
H -2.245 -0.447 -0.337
C -1.300 -0.438 -0.883
H -3.993 1.371 -0.969
H -1.855 -1.162 2.182
H 4.883 3.650 1.724
H 0.560 -2.317 -3.241
H -2.177 3.083 -1.730
O 0.048 -1.014 1.030
O 2.367 -2.057 -4.177
H -3.624 2.852 -0.003
H 2.001 -2.883 -2.353
H -0.858 4.566 0.671
C -3.935 2.462 -0.973
Mn 1.576 0.361 1.994
C 5.066 2.580 1.806
H -1.619 -2.581 3.870
O -3.092 2.941 -2.015
O -2.667 -1.650 2.341
C -2.377 -2.784 3.112
H 0.179 5.278 -0.599

=====

169
Properties=species:S:1:pos:R:3 method="wB97M-V/def2-TZVPD" gap_ev=6.66 homo_energy_ev=-8.3062 spin_multiplicity=1 e_lumo_ha=-0.061 smiles="C/C(Cl)=C(/Cl)C1=C(CCCCSc2nnco2)C(=O)C(I)=C(C(F)(F)C(F)(F)C(F)(F)C(F)(F)F)C1=O.O=C1CCCO1.O=C1CCCO1.O=C1CCCO1.O=C1CCCO1.O=C1CCCO1.O=C1CCCO1.O=C1CCCO1.O=C1CCCO1.O=C1CCCO1.O=C1CCCO1"
H 6.151 1.704 -12.807
C -10.697 -2.876 -1.947
C 5.863 7.125 -4.136
H -2.238 2.811 2.458
O 6.088 -1.014 -1.963
H -7.226 -4.375 1.337
C 4.429 4.631 2.946
H -12.539 -3.237 -3.063
C -8.609 -5.972 0.897
O -4.489 2.617 4.690
H -0.571 1.456 1.215
H -2.027 0.391 4.287
H -10.744 -1.862 -2.348
C 4.180 2.280 3.102
C 4.332 -0.856 -5.614
H 2.454 -1.497 -6.527
H 4.080 1.367 2.517
H 6.624 4.695 -7.947
O 5.954 1.999 -9.961
C 5.155 7.290 -1.969
H 6.855 -1.695 2.381
C -2.819 -3.976 9.307
H -9.389 -6.771 3.516
H 4.524 -0.178 -6.439
C -3.338 -2.259 3.060
H 8.463 1.534 -13.623
H 4.561 2.023 4.093
O 5.872 6.785 -5.284
C -10.887 -0.266 1.300
O -8.895 -5.829 -0.256
H -3.203 -3.104 4.984
C -9.351 -3.502 -2.282
O 2.884 2.888 3.256
C -3.257 -2.114 4.537
H 5.023 6.574 -1.161
C 8.316 1.573 -12.546
C 2.968 -1.948 4.899
H 4.478 5.441 2.224
H 9.627 3.108 -11.710
O 7.913 -0.996 -0.659
H -6.500 -6.109 2.782
H 5.459 3.541 -8.573
C 4.704 2.890 -5.930
H -2.353 -1.610 4.863
H 4.846 -2.958 6.794
C -8.024 -4.926 1.827
H 1.981 -3.293 6.227
C -11.664 -3.776 -2.711
O -6.725 -1.048 2.619
H 7.770 8.075 -3.809
C 4.936 4.224 -6.604
H -4.137 -1.643 4.968
H 4.950 -0.941 0.531
C -9.377 -0.478 1.609
C -0.307 2.328 3.236
C -8.392 0.301 0.673
H -8.542 -2.772 -2.281
F -8.731 2.267 1.857
H 0.042 3.355 3.281
C 6.697 2.706 -7.038
O -0.692 -4.131 8.307
Cl -2.614 -3.717 2.432
C -1.828 2.331 3.351
H 3.101 0.646 -4.627
O -11.207 -4.762 -4.886
O 5.003 6.615 -3.229
O -8.812 -7.128 1.568
C 6.556 7.883 -2.002
C 5.030 3.333 2.408
H 5.665 -2.568 0.422
C -7.517 -5.773 2.990
H 4.381 8.056 -1.891
H 7.092 2.010 -7.771
H 5.269 -1.360 -5.368
H 0.947 2.305 1.437
H 8.245 3.756 -12.611
F -11.555 -0.853 2.316
H -2.625 -3.376 10.197
F -9.194 -0.206 2.902
Cl -3.912 -1.661 0.495
C -6.032 -0.059 2.520
C -2.781 -3.085 8.070
C 6.912 -1.110 1.465
H -3.116 -2.073 8.282
O 2.562 -1.928 3.779
H 4.878 3.279 1.329
H 8.579 -2.333 0.762
O -0.763 -2.338 6.956
C 6.574 -1.138 -0.880
C 3.784 -0.154 -4.381
H -8.014 -7.874 3.325
O 0.837 -0.561 -0.221
H 6.095 3.221 2.603
H 1.426 -1.507 -2.097
O 3.799 2.595 -5.197
C -4.544 -0.169 2.671
F -9.158 -1.788 1.409
H -3.764 -4.495 9.454
H -2.109 2.896 4.235
H 7.511 3.033 -6.385
C -10.817 -4.247 -3.879
F -9.145 0.738 -0.370
H 2.978 -2.238 8.208
C 8.218 -1.303 0.709
H -1.186 -5.270 9.965
C 1.630 -1.283 -1.070
H 0.118 1.793 4.089
C 1.538 -0.583 0.918
C 2.166 -2.221 6.156
C -4.709 1.996 3.675
C 0.207 1.691 1.941
C 5.872 -1.498 0.416
C -1.648 -4.915 9.048
O 3.048 -1.187 -3.673
C -3.892 -1.402 2.205
N 2.681 -1.682 -0.484
C -5.902 2.319 2.792
C 3.252 -1.897 -5.898
C -3.863 0.843 3.214
C -2.372 0.891 3.388
O 7.799 2.996 -10.746
O -9.509 -4.036 -3.615
C 6.737 8.180 -3.488
H 2.938 -0.659 7.423
H -3.355 -3.508 7.244
C -7.737 1.560 1.292
H 7.283 7.133 -1.687
C 5.965 3.870 -7.677
C 6.881 1.306 -12.101
C 3.102 -1.725 7.255
H 4.567 0.234 -3.737
H -1.959 0.413 2.501
I -6.328 4.362 2.625
C 2.990 4.235 3.213
H -7.510 -5.255 3.947
C -1.315 -3.097 7.699
H 6.692 0.251 -11.921
H -10.890 -2.825 -0.881
H 6.356 9.165 -3.760
C 8.579 2.950 -11.954
H 5.335 4.931 -5.867
F -11.251 1.006 1.306
H 6.790 -0.057 1.730
F -11.258 -0.883 0.192
C 6.790 2.095 -10.810
H 4.013 4.608 -7.029
C 4.472 -1.945 6.629
H 9.006 -0.637 1.057
O 2.000 -3.093 -4.184
H 3.655 -2.807 -6.335
H 4.888 4.938 3.887
O 2.062 4.968 3.397
H -9.092 -4.316 -1.603
H 1.224 -1.680 6.139
H 6.671 8.752 -1.357
C -6.561 1.315 2.217
H 5.214 -1.234 6.987
H 8.984 0.841 -12.089
C -8.470 -6.959 2.955
H -11.965 -4.644 -2.124
S 1.083 0.159 2.446
H -8.820 -4.245 2.132
F -7.490 -0.513 0.136
O 4.280 -1.755 5.218
F -7.282 2.283 0.246
N 2.642 -1.223 0.824
H -1.932 -5.776 8.440
O 5.710 2.037 -6.230
C 2.693 -2.169 -4.517

=====

19
Properties=species:S:1:pos:R:3 method="wB97M-V/def2-TZVPD" gap_ev=9.55 homo_energy_ev=-8.4145 spin_multiplicity=1 e_lumo_ha=0.042 smiles="C[C@H]1CC=C[C@@H]2CN21"
C 0.535 -0.727 -0.598
C 0.886 1.988 -0.400
H 1.289 -0.468 1.659
C -1.909 -0.300 -0.214
H 1.116 -0.931 -1.558
H -2.698 1.508 0.712
H 1.839 -2.112 0.659
C -0.290 1.268 0.332
H 2.382 -0.423 0.089
H -0.943 -2.164 -1.137
C -0.841 -1.308 -0.440
C 1.566 -0.975 0.560
H -2.900 -0.735 -0.454
H -0.864 -1.817 0.631
H 1.845 1.845 0.142
H -0.157 0.750 1.473
N 0.304 0.793 -0.786
H 0.601 2.876 -1.047
C -1.761 0.931 0.378

=====

no.,E_tot (eV)
1,-115209.9161
2,-13561.5476
3,-15516.8206
4,-28448.0885
5,-18557.2775
6,-59501.8677
7,-180861.8975
8,-8921.8571